Record 1
A molecular structure, C17H29AuN2. Source: the OMol25 dataset; level of theory: wB97M-V/def2-TZVPD.

The value obtained for the max |F| is 2.794 eV/Å. Its HOMO-LUMO gap (alpha / beta) is 7.57 / 6.18 eV. As for the total charge: +2. The total energy comes out at -909.61833 Eh. As for the multiplicity: 3.

CARTESIAN COORDINATES (ANGSTROEM)
C  -0.59  -2.89  -0.46
H  -0.16  -3.53  0.32
H  -1.59  -3.29  -0.64
H  0.96  -1.10  1.63
C  0.31  -3.16  -1.65
H  0.25  -2.38  -2.38
H  1.36  -3.19  -1.31
C  -0.09  -4.53  -2.24
H  0.33  -4.73  -3.23
H  0.24  -5.31  -1.52
H  -1.19  -4.58  -2.30
C  -0.87  2.35  0.09
C  -0.95  1.71  -1.18
C  -1.72  0.55  -1.04
C  -2.08  0.40  0.37
C  -1.65  1.66  1.00
C  -2.03  2.14  2.34
C  -3.36  -0.23  0.78
C  -2.25  -0.23  -2.17
C  -0.36  2.24  -2.43
C  -0.31  3.71  0.31
Au  -0.43  -1.20  0.57
H  -3.45  -0.28  1.87
H  -4.26  0.33  0.45
H  -3.46  -1.24  0.35
H  -2.57  1.39  2.92
H  -1.16  2.46  2.93
H  -2.68  3.02  2.26
H  0.49  3.93  -0.42
H  -1.07  4.50  0.19
H  0.11  3.82  1.32
H  -0.34  1.49  -3.22
H  -0.96  3.09  -2.79
H  0.67  2.62  -2.28
H  -2.45  -1.27  -1.88
H  -3.19  0.19  -2.58
H  -1.54  -0.24  -3.01
C  5.15  -0.06  1.27
N  3.71  0.13  1.44
C  3.06  0.84  2.44
C  1.74  0.68  2.30
N  1.62  -0.32  1.33
C  2.81  -0.46  0.66
H  5.64  0.92  1.25
H  5.55  -0.65  2.10
H  5.32  -0.59  0.32
H  3.60  1.39  3.22
H  0.87  1.05  2.85
H  2.98  -1.14  -0.19

Record 2
2 unconnected molecules or ions with the total composition C17H29BBrCl3F2NO11S2. Source: the OMol25 dataset; level of theory: wB97M-V/def2-TZVPD.

The value obtained for the max |F| is 3.430 eV/Å. Its HOMO-LUMO gap is 8.50 eV. As for the total charge: -1. The total energy comes out at -6523.21202 Eh. As for the multiplicity: 1.

CARTESIAN COORDINATES (ANGSTROEM)
C  -3.14  -2.18  -4.25
C  -1.74  -1.89  -4.79
C  -1.18  -0.54  -4.31
C  -0.12  -0.85  -3.27
O  0.41  0.34  -2.71
C  0.90  0.19  -1.41
N  1.81  -1.03  -1.47
C  1.68  -1.99  -0.47
O  1.56  -1.87  0.71
F  1.68  -3.25  -0.98
C  3.10  -0.79  -1.92
O  3.39  -0.32  -2.99
F  4.09  -1.20  -1.09
O  1.69  1.22  -1.10
B  1.40  1.84  0.24
C  1.09  3.46  -0.15
S  -0.18  4.31  0.76
O  0.47  5.31  1.59
O  -1.20  4.91  -0.06
C  2.71  1.90  1.24
Br  2.41  2.85  2.94
C  3.39  0.54  1.55
C  2.81  -0.19  2.76
O  0.24  1.00  0.67
C  -0.26  0.23  -0.36
O  -0.88  -0.95  -0.01
C  -1.08  -1.14  1.38
C  -1.56  -2.63  1.61
C  -0.51  -3.40  2.44
O  -1.67  -3.29  0.36
S  -1.70  1.29  -1.00
C  -2.70  1.86  0.38
O  -2.56  0.42  -1.77
O  -1.27  2.43  -1.76
H  -3.19  -1.81  -3.22
H  -3.90  -1.70  -4.87
H  -3.36  -3.24  -4.24
H  -1.08  -2.68  -4.42
H  -1.70  -1.96  -5.88
H  -1.94  0.12  -3.93
H  -0.65  -0.09  -5.15
H  -0.61  -1.43  -2.48
H  0.64  -1.45  -3.77
H  1.97  4.10  -0.05
H  0.83  3.49  -1.20
H  -0.66  3.39  1.63
H  3.45  2.49  0.71
H  3.46  -0.08  0.67
H  4.42  0.79  1.83
H  1.75  -0.04  2.90
H  3.35  0.12  3.65
H  2.95  -1.27  2.68
H  -0.18  -1.02  1.96
H  -1.86  -0.50  1.79
H  -2.51  -2.67  2.12
H  0.18  -2.74  2.97
H  -0.97  -4.03  3.19
H  0.10  -4.06  1.82
H  -0.79  -3.52  0.05
H  -2.83  2.93  0.26
H  -3.67  1.39  0.30
H  -2.22  1.71  1.34
C  -0.74  1.51  5.36
Cl  -0.53  1.50  3.62
Cl  -2.35  2.08  5.80
Cl  -0.43  -0.09  6.03
H  -0.01  2.20  5.78